1.
C20H52O20PbS6 | the ωB97M-V functional and the def2-TZVPD basis

E_LUMO ... -2.5 eV
Relative energy (zero: lowest compared OMol25 entry of this formula, charge and spin) ... 1311.4 kJ/mol
E_HOMO ... -5.667 eV
M ... 1012.22 g mol⁻¹
E ... -132775.871 eV

Geometry (Å):
Pb (21.3282, 34.3252, -15.4856)
O (18.2372, 35.8884, -12.4991)
C (17.0876, 35.1703, -12.0918)
C (17.0667, 33.5449, -12.1257)
O (17.5565, 32.9598, -13.2911)
H (16.2660, 35.4988, -12.7284)
H (16.8197, 35.5532, -11.1070)
H (16.0920, 33.1363, -11.8588)
H (17.6384, 33.2880, -11.2339)
O (18.2028, 38.4960, -19.1084)
S (17.7107, 39.8756, -19.4762)
O (18.5767, 40.7994, -20.2025)
O (16.1916, 39.7479, -20.2129)
C (15.7189, 40.7851, -21.0455)
C (14.4647, 40.3130, -21.8096)
C (17.2740, 40.7536, -17.8829)
H (16.4803, 41.1559, -21.7317)
H (15.4708, 41.5389, -20.2983)
H (14.7579, 39.4417, -22.3952)
H (14.0171, 41.0282, -22.4998)
H (13.6569, 39.9203, -21.1921)
H (18.1393, 40.8855, -17.2333)
H (16.4834, 40.1948, -17.3823)
H (16.7785, 41.6791, -18.1764)
O (26.4925, 33.0238, -16.7008)
S (27.8867, 32.6812, -16.3878)
O (28.9512, 33.5946, -16.7624)
O (27.9801, 32.2424, -14.8472)
C (29.2232, 32.3083, -14.2445)
C (29.0693, 31.4373, -12.9681)
C (28.2200, 31.0397, -17.1124)
H (29.4593, 33.3581, -14.0705)
H (30.0071, 31.8682, -14.8610)
H (30.0240, 31.4154, -12.4426)
H (28.7329, 30.4101, -13.1088)
H (28.3753, 31.8736, -12.2497)
H (28.0847, 31.3857, -18.1371)
H (27.4737, 30.3441, -16.7287)
H (29.2002, 30.7394, -16.7421)
O (20.4209, 30.0122, -21.6994)
S (19.3841, 30.9128, -21.2080)
O (19.6566, 32.0871, -20.3217)
O (18.6087, 31.5279, -22.5957)
C (17.7454, 32.6385, -22.3362)
C (16.5682, 32.4587, -23.2721)
C (18.0164, 29.8888, -20.4895)
H (18.3014, 33.5517, -22.5484)
H (17.4152, 32.5287, -21.3033)
H (15.8890, 33.2931, -23.0975)
H (16.0587, 31.4994, -23.1804)
H (16.9552, 32.6092, -24.2799)
H (17.2800, 30.5111, -19.9809)
H (18.3831, 29.1977, -19.7306)
H (17.4823, 29.4077, -21.3089)
O (25.0898, 35.6271, -10.7871)
S (25.3838, 35.9684, -9.3794)
O (25.3404, 34.9631, -8.3354)
O (26.9525, 36.7364, -9.4343)
C (27.5202, 37.0500, -8.1587)
C (28.2453, 38.3816, -8.1567)
C (24.5172, 37.5620, -8.9255)
H (28.3079, 36.3112, -8.0112)
H (26.8659, 36.9713, -7.2904)
H (28.7968, 38.6475, -7.2548)
H (27.5496, 39.1792, -8.4173)
H (28.9862, 38.3131, -8.9533)
H (24.0418, 38.0444, -9.7795)
H (25.3085, 38.2574, -8.6456)
H (23.7908, 37.3813, -8.1332)
O (25.0962, 41.7527, -16.7381)
S (25.5982, 40.4466, -16.9837)
O (24.8333, 39.2402, -16.6526)
O (26.1671, 40.2785, -18.5842)
C (26.9220, 41.4122, -19.1608)
C (26.0548, 42.6598, -19.5083)
C (27.1679, 40.3005, -15.9917)
H (27.4000, 41.1184, -20.0953)
H (27.7560, 41.6313, -18.4941)
H (25.6554, 43.1786, -18.6369)
H (25.1388, 42.3576, -20.0161)
H (26.4791, 43.4401, -20.1401)
H (27.9794, 40.7905, -16.5299)
H (27.4881, 39.2602, -15.9332)
H (27.1385, 40.6328, -14.9540)
O (24.4019, 26.4329, -14.3732)
S (23.1424, 26.8961, -14.9033)
O (22.9170, 28.2866, -15.3163)
O (22.6537, 25.9221, -16.1184)
C (23.1806, 24.6133, -16.1445)
C (22.4582, 23.8296, -17.2088)
C (21.8233, 26.4727, -13.6313)
H (23.1157, 24.0798, -15.1962)
H (24.2415, 24.7569, -16.3494)
H (22.9015, 22.8406, -17.3251)
H (22.5513, 24.4128, -18.1249)
H (21.3960, 23.6764, -17.0181)
H (22.0216, 27.0915, -12.7563)
H (21.9029, 25.4284, -13.3292)
H (20.8070, 26.6864, -13.9623)

---

2.
C20H53AgO8S5 | the ωB97M-V functional and the def2-TZVPD basis

E_LUMO ... 2.9 eV
E_HOMO ... 0.287 eV
Charge ... -2
M ... 689.84 g mol⁻¹
E ... -96137.969 eV

Geometry (Å):
Ag (-3.7907, 4.4922, 1.2957)
C (0.4784, 1.2323, -1.9157)
C (0.1166, 1.6725, -0.4838)
O (-0.1380, 3.0342, -0.3435)
H (1.3841, 1.7421, -2.2444)
H (-0.3058, 1.2176, -2.6726)
H (0.7643, 0.1853, -2.0166)
H (0.9738, 1.3268, 0.0939)
H (-0.6491, 1.0418, -0.0321)
O (-8.2158, -1.0001, 2.4275)
C (-7.1935, -1.1379, 3.4399)
C (-5.8949, -0.3634, 3.1186)
O (-6.0965, 0.9389, 2.6695)
H (-7.0068, -2.2067, 3.5447)
H (-7.7038, -0.8237, 4.3504)
H (-5.2057, -0.7868, 2.3880)
H (-5.2818, -0.3531, 4.0197)
C (0.4021, -3.7016, -6.3591)
S (0.0952, -3.6794, -8.1746)
O (-1.3650, -3.1807, -8.2029)
C (1.3112, -2.3555, -8.6775)
H (0.2989, -2.6999, -5.9418)
H (1.4019, -4.0229, -6.0668)
H (-0.3930, -4.2834, -5.8928)
H (1.4633, -2.4146, -9.7553)
H (2.2724, -2.4174, -8.1671)
H (0.8402, -1.4207, -8.3737)
C (-4.3314, -0.4093, -3.6123)
S (-5.7744, 0.7090, -3.6635)
O (-6.5097, 0.8966, -2.2995)
C (-4.9229, 2.3032, -4.0889)
H (-3.7127, -0.2144, -2.7363)
H (-3.7291, -0.4354, -4.5204)
H (-4.6681, -1.4407, -3.5078)
H (-4.2691, 2.4056, -3.2228)
H (-5.7038, 3.0630, -4.1190)
H (-4.3564, 2.2714, -5.0196)
C (2.2621, 2.2960, 6.5132)
S (0.8523, 3.3710, 6.1996)
O (1.4025, 4.1882, 5.0140)
C (-0.4296, 2.2542, 5.4979)
H (3.0661, 2.8743, 6.9685)
H (2.5569, 1.7691, 5.6056)
H (1.8706, 1.5514, 7.2062)
H (-1.2918, 2.7106, 5.0117)
H (-0.7472, 1.5330, 6.2510)
H (0.1136, 1.6399, 4.7798)
C (6.8950, 2.1802, 0.0193)
S (6.8201, 3.5921, 1.1599)
O (5.4124, 3.9101, 1.4835)
C (7.6408, 2.8497, 2.6456)
H (7.4749, 1.2741, 0.1944)
H (7.2363, 2.5062, -0.9632)
H (5.8785, 1.8453, -0.1872)
H (7.0908, 1.9747, 2.9919)
H (7.6718, 3.5398, 3.4887)
H (8.6179, 2.5537, 2.2638)
C (3.0556, 5.1029, -5.9214)
S (2.3825, 6.2763, -4.6327)
O (3.1101, 5.9541, -3.3720)
C (3.1383, 7.8552, -5.2524)
H (3.1485, 5.4578, -6.9478)
H (2.4070, 4.2337, -6.0311)
H (4.0093, 4.6667, -5.6243)
H (4.1056, 7.6657, -5.7176)
H (3.2415, 8.6289, -4.4915)
H (2.4776, 8.3734, -5.9474)
C (0.3916, -4.1304, 1.7486)
C (0.8523, -3.8916, 3.2116)
C (-0.3283, -4.1147, 4.1119)
C (-0.7990, -5.6255, 4.3019)
C (-2.0696, -5.8278, 5.1633)
C (-2.6689, -7.1977, 4.8563)
H (1.0635, -3.6744, 1.0215)
H (-0.6456, -3.8561, 1.5559)
H (0.3659, -5.1899, 1.4940)
H (1.6966, -4.5811, 3.2167)
H (1.2315, -2.8723, 3.2849)
H (-1.1420, -3.5187, 3.6987)
H (-0.1254, -3.6934, 5.0965)
H (-0.8600, -6.0537, 3.3014)
H (0.0601, -6.0773, 4.7978)
H (-1.7798, -5.8697, 6.2132)
H (-2.7957, -5.0178, 5.0946)
H (-3.0481, -7.1687, 3.8348)
H (-1.9329, -7.9703, 5.0786)
H (-3.5206, -7.4819, 5.4743)

---

3.
C20H53Br2F4N8O6P3Si2 | the ωB97M-V functional and the def2-TZVPD basis

E_LUMO ... -0.2 eV
E_HOMO ... -8.090 eV
M ... 886.59 g mol⁻¹
E ... -240385.763 eV

Geometry (Å):
C (2.9860, 2.0882, 2.9296)
C (2.4030, 1.3938, 1.6939)
Br (3.8452, 1.2387, 0.3591)
C (1.2447, 2.1318, 1.0353)
Br (1.7534, 3.9728, 0.6388)
Si (-0.3150, 2.3276, 2.0720)
O (-1.3370, 3.3322, 1.2652)
Si (-2.7268, 3.9047, 1.9456)
C (-4.1678, 3.4114, 0.8591)
C (-5.1646, 2.5203, 1.6108)
C (-6.2667, 1.9736, 0.7223)
N (-7.3424, 1.2921, 1.3825)
O (-6.2498, 2.0919, -0.4745)
P (-2.6449, 6.1659, 2.1438)
N (-1.6814, 6.8126, 1.1304)
O (-4.1500, 6.7378, 2.0064)
O (-2.1821, 6.4743, 3.6757)
C (-1.2084, 0.6476, 2.4478)
F (-2.0774, 0.7811, 3.4872)
F (-1.9429, 0.2232, 1.3730)
C (-0.2806, -0.5100, 2.7985)
F (-0.9956, -1.5603, 3.2274)
F (0.5299, -0.1096, 3.8042)
H (3.8400, 2.6946, 2.6472)
H (3.3249, 1.3249, 3.6284)
H (2.2572, 2.7166, 3.4389)
H (2.1702, 0.3582, 1.9173)
H (0.9818, 1.6875, 0.0756)
H (-0.0433, 2.9575, 3.3756)
H (-2.9782, 3.3569, 3.3058)
H (-3.7731, 2.8257, 0.0260)
H (-4.6555, 4.2754, 0.4066)
H (-4.6314, 1.6526, 2.0131)
H (-5.5814, 3.0617, 2.4653)
H (-7.4249, 1.6744, 2.3206)
H (-7.0847, 0.3177, 1.5156)
H (-0.9333, 7.3076, 1.6037)
H (-4.7677, 6.2421, 2.5621)
H (-2.7557, 6.0152, 4.3030)
H (0.3213, -0.8221, 1.9446)
O (-3.0206, -5.9369, -0.4479)
P (-3.4086, -6.2713, 0.9400)
N (-2.5030, -5.2568, 1.9810)
C (-1.1818, -5.5006, 2.5260)
C (-2.7639, -3.8402, 1.7483)
N (-2.9531, -7.9470, 1.0712)
C (-1.7087, -8.3955, 1.6720)
C (-3.1969, -8.6546, -0.1804)
N (-4.8244, -6.4388, 1.8676)
C (-6.0244, -5.7586, 1.3779)
C (-4.7142, -6.4321, 3.3052)
H (-1.0221, -4.8265, 3.3720)
H (-0.3757, -5.3381, 1.7971)
H (-1.0844, -6.4985, 2.9291)
H (-3.3672, -3.4134, 2.5590)
H (-3.2996, -3.6745, 0.8102)
H (-1.8360, -3.2744, 1.6841)
H (-0.8147, -7.9193, 1.2473)
H (-1.6128, -9.4720, 1.5209)
H (-1.7085, -8.2503, 2.7523)
H (-2.3948, -8.5048, -0.9121)
H (-4.1261, -8.3240, -0.6434)
H (-3.2906, -9.7226, 0.0265)
H (-6.0104, -4.6753, 1.5638)
H (-6.9137, -6.1746, 1.8536)
H (-6.1295, -5.9107, 0.3030)
H (-4.5888, -5.4268, 3.7258)
H (-3.8849, -7.0511, 3.6445)
H (-5.6308, -6.8660, 3.7116)
O (5.2284, 1.6613, -2.6048)
P (5.2997, 2.3973, -3.8862)
N (6.7558, 1.9344, -4.6606)
C (8.0691, 2.5274, -4.5009)
C (6.8109, 0.5022, -4.9366)
N (5.3132, 4.0587, -3.3705)
C (6.5236, 4.8512, -3.2392)
C (4.4521, 4.2500, -2.2071)
N (4.3270, 2.6803, -5.2508)
C (3.2553, 1.7184, -5.5150)
C (4.9489, 3.1826, -6.4509)
H (8.6988, 2.2147, -5.3381)
H (8.5662, 2.2348, -3.5660)
H (8.0377, 3.6064, -4.5507)
H (6.6823, 0.2980, -6.0063)
H (6.0348, -0.0449, -4.3964)
H (7.7680, 0.0839, -4.6225)
H (7.2938, 4.3832, -2.6110)
H (6.2677, 5.8110, -2.7876)
H (6.9556, 5.0906, -4.2109)
H (4.9410, 3.9658, -1.2679)
H (3.5409, 3.6578, -2.2890)
H (4.1596, 5.3007, -2.1489)
H (3.6197, 0.7770, -5.9495)
H (2.5234, 2.1492, -6.1996)
H (2.7316, 1.4775, -4.5889)
H (5.4780, 2.4097, -7.0215)
H (5.6501, 3.9862, -6.2302)
H (4.1623, 3.6020, -7.0823)

---

4.
C20H53N9O11Zn | the ωB97M-V functional and the def2-TZVPD basis

E_LUMO ... -3.8 eV
Relative energy (zero: lowest compared OMol25 entry of this formula, charge and spin) ... 1185.7 kJ/mol
E_HOMO ... -7.887 eV
M ... 661.09 g mol⁻¹
E ... -105940.322 eV

Geometry (Å):
Zn (0.8712, -6.1369, -15.2564)
C (3.1239, -6.0966, -18.4476)
O (3.7777, -5.9197, -19.4640)
O (3.2214, -6.8532, -17.5348)
O (2.1028, -5.3940, -18.2059)
C (1.0885, -2.0145, -23.1532)
O (0.3982, -1.7571, -24.1306)
N (2.3511, -2.4476, -23.2297)
N (0.6539, -2.1026, -21.9544)
H (2.9118, -2.1864, -24.0281)
H (2.6927, -3.1173, -22.5552)
H (-0.2634, -1.7308, -21.7534)
H (1.0792, -2.6861, -21.2481)
C (8.4723, -6.3821, -22.8551)
O (9.4620, -6.4433, -23.5779)
N (7.3735, -6.8695, -23.2455)
N (8.4166, -5.8997, -21.6839)
H (6.5256, -6.5174, -22.8247)
H (7.3560, -7.3961, -24.1072)
H (9.2728, -5.5924, -21.2449)
H (7.5520, -5.8766, -21.1624)
C (2.4174, -11.2481, -21.6180)
O (2.0725, -12.2152, -22.2772)
N (2.1818, -10.0549, -22.0195)
N (3.0980, -11.3134, -20.4997)
H (2.4588, -9.2188, -21.5254)
H (1.6454, -9.9457, -22.8683)
H (3.3105, -10.4557, -20.0107)
H (3.4655, -12.2182, -20.2418)
C (1.0554, -8.2445, -12.8816)
O (0.3171, -8.3429, -14.1011)
C (-0.7833, -9.3714, -14.2575)
C (-1.2934, -9.5194, -15.6604)
N (-1.8413, -8.2680, -16.0257)
C (-2.0698, -8.3252, -17.4391)
C (-3.1084, -7.3152, -17.9831)
O (-4.2896, -7.3064, -17.1034)
C (-5.2609, -6.3944, -17.3674)
H (2.0625, -8.5962, -13.1054)
H (0.5593, -8.7263, -12.0391)
H (1.2937, -7.2352, -12.5460)
H (-1.5558, -9.1339, -13.5261)
H (-0.3077, -10.3471, -14.1582)
H (-2.1546, -10.1828, -15.5809)
H (-0.5546, -10.0490, -16.2618)
H (-2.8021, -8.4054, -15.7464)
H (-2.4667, -9.3050, -17.7046)
H (-1.2126, -8.3394, -18.1122)
H (-3.5953, -7.6835, -18.8860)
H (-2.6971, -6.3203, -18.1538)
H (-4.8229, -5.3965, -17.3912)
H (-6.0300, -6.3732, -16.5953)
H (-5.7851, -6.7334, -18.2609)
C (3.2670, -2.7104, -13.5716)
O (1.8470, -3.1793, -13.4284)
C (1.1426, -2.2106, -12.5956)
C (-0.3299, -2.7000, -12.4691)
N (-0.8802, -3.3086, -13.6888)
C (-1.1575, -2.2372, -14.6970)
C (-2.3114, -1.3449, -14.6139)
O (-2.2283, -0.4818, -13.3851)
C (-1.4704, 0.6812, -13.6093)
H (3.2396, -1.8128, -14.1894)
H (3.9214, -3.4925, -13.9565)
H (3.6169, -2.3367, -12.6093)
H (1.2097, -1.1864, -12.9626)
H (1.5448, -2.0274, -11.5992)
H (-0.8674, -1.8553, -12.0382)
H (-0.3350, -3.4659, -11.6935)
H (-1.7656, -3.7032, -13.4051)
H (-1.2853, -2.7335, -15.6590)
H (-0.2529, -1.6507, -14.8576)
H (-3.2051, -1.9679, -14.6509)
H (-2.5085, -0.6886, -15.4615)
H (-0.4658, 0.4411, -13.9576)
H (-1.4519, 1.2196, -12.6618)
H (-1.8731, 1.2730, -14.4314)
C (9.3164, -10.1951, -16.0252)
C (8.8417, -10.8159, -14.7193)
C (9.6139, -10.1657, -13.5157)
O (10.9915, -10.1391, -13.7591)
C (11.8083, -10.0252, -12.5966)
N (7.3960, -10.6971, -14.6030)
H (9.3750, -9.1128, -15.9103)
H (8.6563, -10.2510, -16.8908)
H (10.3346, -10.4170, -16.3447)
H (8.9571, -11.8997, -14.7057)
H (9.3388, -10.6577, -12.5828)
H (9.2704, -9.1334, -13.4486)
H (12.8082, -10.1681, -13.0063)
H (11.7453, -10.7836, -11.8163)
H (11.7349, -8.9635, -12.3611)
H (6.9578, -10.9345, -15.4815)
H (7.1438, -9.7251, -14.4952)